Record 1
A molecular structure, C39H66ClIrN6O3P2. Source: the OMol25 dataset; level of theory: the ωB97M-V functional and the def2-TZVPD basis.

Structure (XYZ):
```
118
Properties=species:S:1:pos:R:3:forces:R:3
Ir 0.26710 -0.83501 0.40959 0.41 -0.20 0.44
C -1.16118 -2.02912 3.63600 0.00 0.01 -0.01
C -0.83018 -0.54085 3.71970 -0.01 0.07 -0.02
C -1.78706 0.12036 4.71439 0.01 0.02 0.03
P -0.84050 0.22169 2.02571 -0.08 -0.05 0.01
C -0.63216 2.02127 2.43058 -0.10 0.01 0.04
C 0.53612 2.28832 3.38245 0.05 -0.06 0.02
C -0.65818 3.01811 1.26286 -0.08 -0.03 -0.17
C -2.53449 -0.01420 1.46625 0.02 -0.04 -0.04
C -3.67814 0.60772 1.95335 0.00 -0.01 0.02
C -4.94902 0.17747 1.58658 0.00 -0.02 -0.02
C -6.18776 0.84862 2.10203 0.00 0.00 0.01
C -5.03744 -0.93097 0.73884 -0.01 0.01 0.01
C -3.91728 -1.55907 0.23247 0.04 0.03 -0.07
C -2.64140 -1.08090 0.55637 0.00 -0.05 0.03
N -1.46125 -1.62188 0.01551 0.02 0.15 -0.10
C -1.61972 -2.68853 -0.95066 -0.08 0.00 0.02
C -2.02270 -2.41782 -2.26595 0.02 0.00 0.02
C -2.32703 -1.03537 -2.77978 -0.05 0.03 0.08
C -2.14612 -3.48422 -3.15213 0.04 -0.01 -0.02
C -1.86579 -4.79430 -2.79006 -0.02 0.02 0.00
C -1.94233 -5.91161 -3.78968 0.00 -0.01 0.00
C -1.50795 -5.03292 -1.46903 0.00 0.01 -0.02
C -1.40089 -4.00726 -0.53953 -0.06 -0.02 0.01
C -1.12162 -4.35057 0.89618 -0.01 0.01 0.00
H -1.09068 -2.47963 4.62685 0.01 0.00 0.00
H -0.49907 -2.55938 2.95603 -0.02 -0.01 0.00
H -2.18195 -2.17893 3.27894 0.00 0.00 0.00
H 0.20147 -0.42886 4.07401 0.00 0.01 0.02
H -2.82091 -0.01469 4.39622 0.00 -0.01 0.01
H -1.61245 1.18471 4.86908 0.02 -0.01 -0.01
H -1.68390 -0.36683 5.68462 0.00 0.01 0.00
H -1.56568 2.23374 2.96109 0.09 0.02 0.11
H 1.49116 1.96238 2.95954 -0.01 -0.01 0.02
H 0.41564 1.77192 4.33118 -0.02 -0.01 0.00
H 0.61125 3.35168 3.61597 0.03 -0.02 -0.01
H 0.37589 1.99578 -0.89445 0.79 1.24 1.13
H -1.07348 3.94141 1.65050 -0.08 -0.08 -0.13
H -1.33468 2.68010 0.47345 0.09 -0.06 -0.02
H -3.59537 1.43870 2.64507 0.00 0.00 0.00
H -5.94880 1.71881 2.71090 0.00 0.00 0.00
H -6.77488 0.15983 2.71113 0.00 0.00 0.00
H -6.82459 1.17317 1.27851 0.00 0.00 0.00
H -6.01589 -1.30566 0.46343 0.00 0.00 0.00
H -4.03012 -2.40599 -0.43039 0.01 0.00 -0.01
H -1.42141 -0.52021 -3.10599 -0.02 0.00 -0.01
H -2.81738 -0.40106 -2.04310 0.01 0.00 0.04
H -2.97555 -1.10066 -3.65169 -0.03 0.00 0.01
H -2.47550 -3.27696 -4.16483 0.01 0.00 0.00
H -2.68266 -5.70457 -4.56100 0.00 0.00 0.00
H -2.19766 -6.85608 -3.31172 0.00 0.00 0.00
H -0.97577 -6.03978 -4.28353 0.00 0.00 0.01
H -1.33314 -6.05242 -1.14319 0.00 -0.01 0.00
H -0.94987 -5.41946 1.00851 -0.01 -0.01 0.00
H -1.96094 -4.07407 1.53726 0.01 0.00 0.01
H -0.24951 -3.81520 1.27039 -0.05 -0.02 -0.03
N 1.98335 -2.93868 1.95419 0.05 0.00 -0.09
C 2.92750 -1.94547 2.52887 -0.03 -0.05 -0.02
P 3.40719 -0.85971 1.12760 0.10 -0.05 -0.02
O 4.00972 -1.74386 0.08404 -0.01 0.06 0.04
O 2.25205 0.08452 0.85899 -0.16 -0.03 -0.17
C 4.88898 0.10663 1.71715 -0.02 -0.04 0.08
N 5.99817 -0.25241 0.76484 -0.03 -0.04 0.00
H 2.40878 -3.45191 1.17403 -0.01 0.02 0.00
H 1.15085 -2.33976 1.51158 -0.08 -0.06 0.07
H 1.63484 -3.60342 2.64380 0.00 0.01 0.01
H 3.79349 -2.45619 2.94781 0.01 0.00 -0.02
H 2.40742 -1.39527 3.31223 0.00 0.01 0.00
H 5.18070 -0.21656 2.71536 0.01 0.05 0.01
H 4.74033 1.18236 1.73544 -0.02 0.00 -0.05
H 5.61161 -1.07784 0.22699 0.02 0.02 -0.02
H 6.86980 -0.49310 1.23637 0.00 -0.02 -0.01
H 6.20099 0.49106 0.09822 0.00 0.01 0.01
C 2.96615 5.93159 -0.40562 0.04 -0.02 0.03
N 2.19497 4.68306 -0.39647 -0.16 0.02 -0.06
C 2.73642 3.59260 -1.21172 -0.07 -0.02 0.12
C 1.07255 4.56543 0.31548 0.11 -0.12 -0.10
N 0.67774 3.30666 0.68552 0.00 0.31 0.51
N 0.33649 5.64888 0.60088 0.11 0.10 0.02
C 0.18583 6.74250 -0.36620 -0.05 -0.02 0.02
C -0.07853 5.98939 1.96539 -0.03 -0.01 -0.03
H 4.01983 5.67877 -0.30282 0.00 0.00 0.01
H 2.68172 6.55340 0.43680 0.02 0.00 -0.01
H 2.82701 6.48019 -1.33669 0.00 0.01 0.01
H 3.54796 3.99848 -1.80825 0.02 -0.04 0.01
H 1.98001 3.21439 -1.89185 -0.09 -0.07 -0.05
H 3.11471 2.76861 -0.60253 0.02 0.01 -0.01
H 1.42933 2.71576 1.02578 -0.07 -0.13 -0.26
H 0.37190 6.37673 -1.37261 0.02 0.01 0.00
H 0.83931 7.58757 -0.14915 -0.02 0.00 0.01
H -0.84637 7.08520 -0.31117 -0.01 -0.01 -0.02
H 0.04782 5.14715 2.63767 0.07 0.08 0.00
H -1.11949 6.30942 1.96737 -0.02 -0.02 0.03
H 0.54126 6.81035 2.33070 -0.03 0.03 -0.02
C 2.24615 -6.61187 -5.71186 0.00 0.00 0.00
C 1.93497 -5.48294 -4.77921 0.01 0.00 0.02
C 2.12832 -5.61104 -3.40509 -0.04 -0.02 -0.02
C 1.85503 -4.57681 -2.53039 0.00 0.01 0.03
C 2.09162 -4.80551 -1.06300 0.04 0.02 0.00
C 1.35807 -3.35621 -3.05041 0.12 0.02 -0.03
C 1.02353 -2.24214 -2.21869 0.00 0.06 0.00
O 1.25767 -2.13668 -0.99869 -0.07 -0.06 0.08
C 1.14455 -3.21426 -4.44793 0.02 -0.02 0.00
C 0.63376 -1.94201 -5.07518 0.00 0.00 0.00
C 1.44280 -4.27653 -5.27712 -0.04 -0.01 0.00
H 2.53175 -7.51352 -5.17502 0.00 0.00 0.00
H 3.06522 -6.33468 -6.37799 0.00 0.00 0.00
H 1.38555 -6.83882 -6.34255 0.00 0.00 0.00
H 2.49793 -6.55075 -3.01265 0.00 0.00 0.00
H 2.33181 -5.85211 -0.88340 0.03 0.01 -0.01
H 1.20139 -4.54422 -0.48925 0.04 -0.01 0.01
H 2.92909 -4.18696 -0.72407 0.00 0.01 0.01
H 0.52050 -1.40611 -2.71127 0.03 -0.01 0.01
H 1.37526 -1.14270 -5.01348 -0.02 0.01 0.02
H -0.28750 -1.58730 -4.61186 0.00 -0.04 -0.03
H 0.42251 -2.10920 -6.12885 0.02 0.01 0.00
H 1.28699 -4.17334 -6.34453 0.00 0.00 0.00
Cl -0.12292 1.17343 -1.66797 -0.76 -0.90 -1.52
```
Positions in Å, forces in eV/Å.

Properties
HOMO level (alpha / beta) = -14.14 / -14.63 eV
E_LUMO (alpha / beta) = -6.9 / -7.8 eV
<S²> = 0.7702
Total charge = +3
Electronic energy = -90517.7766 eV
Multiplicity = 2



Record 2
A molecular structure, C39H68Cl3GeN2O3S5SbSi3Ti. Source: the OMol25 dataset; level of theory: the ωB97M-V functional and the def2-TZVPD basis.

Structure (XYZ):
```
126
Properties=species:S:1:pos:R:3:forces:R:3
Ti 0.41131 -0.01028 0.50274 0.25 -0.49 -0.58
S -4.58206 -5.42147 -0.28852 0.06 -0.05 0.02
C -3.34876 -4.36304 -0.07723 -0.14 0.13 -0.04
S -2.88109 -3.70540 1.44871 0.06 -0.02 -0.01
C -1.61096 -2.64414 0.86420 -0.17 -0.05 -0.02
C -1.38808 -2.65404 -0.46997 0.11 0.03 0.04
S -0.14451 -1.75113 -1.26258 0.09 0.40 0.20
S -2.41577 -3.71769 -1.39172 0.04 -0.03 0.01
S -0.64970 -1.70669 1.96499 0.01 0.17 -0.14
Cl 4.42341 -2.88882 6.25636 0.00 -0.01 0.00
C 3.60964 -2.01647 4.99269 0.00 0.03 0.05
C 3.56316 -2.54162 3.71645 -0.02 -0.01 -0.06
C 2.91539 -1.83490 2.71928 0.02 0.01 0.07
Cl 2.88261 -2.50514 1.12303 -0.07 0.06 -0.05
C 2.29019 -0.59400 2.94014 -0.11 0.06 0.04
O 1.69916 0.08154 1.98471 0.23 0.14 0.00
C 2.37378 -0.11494 4.26210 -0.02 -0.02 -0.12
Cl 1.63564 1.40908 4.64825 0.00 0.01 0.03
C 3.01617 -0.79991 5.27489 0.02 -0.04 0.02
H 4.02451 -3.49200 3.49061 0.00 0.00 0.00
H 3.04860 -0.38755 6.27285 0.00 0.01 0.00
C -3.66338 4.98720 -0.54486 -0.01 0.00 -0.02
C -3.17295 4.43428 0.78636 0.00 -0.01 0.02
C -2.74504 2.97184 0.69009 -0.10 -0.03 0.03
C -2.17295 2.45014 1.99634 0.14 0.01 -0.07
Ge -1.82611 0.50367 2.32511 -0.29 -0.06 0.30
C -3.55968 -0.42414 2.49417 -0.05 0.11 0.11
C -4.58203 0.31428 3.37145 -0.03 -0.05 0.00
C -5.52281 1.24081 2.61181 -0.01 -0.03 -0.02
C -6.53130 1.92275 3.52656 0.00 0.01 0.01
H -3.99157 6.02334 -0.45671 0.00 0.00 0.00
H -4.50498 4.40130 -0.91993 0.00 0.00 0.00
H -2.87941 4.94600 -1.30409 0.02 0.00 0.00
H -3.96698 4.52006 1.53594 0.00 -0.01 0.00
H -2.34797 5.04111 1.17089 0.08 0.03 -0.03
H -2.04314 2.81617 -0.13146 0.02 0.04 0.02
H -3.63154 2.39849 0.41331 -0.01 -0.06 -0.01
H -2.88040 2.63165 2.81736 0.00 -0.02 0.00
H -1.26621 2.99309 2.27530 0.03 -0.01 -0.01
H -1.22083 0.56038 3.74445 0.02 -0.03 -0.03
H -3.29843 -1.37174 2.96461 0.00 0.02 0.01
H -3.99354 -0.68258 1.52591 0.01 0.02 -0.03
H -4.07782 0.88064 4.16349 0.02 0.00 -0.01
H -5.19264 -0.42910 3.89426 -0.01 0.00 0.00
H -6.04846 0.65898 1.84716 0.00 0.01 0.00
H -4.94941 1.99885 2.07651 0.05 0.06 -0.05
H -7.15879 1.18757 4.03404 0.00 0.00 0.00
H -7.18650 2.59582 2.97266 0.00 0.00 0.00
H -6.02395 2.50890 4.29607 0.00 0.01 0.00
C 0.35429 4.43339 -0.31052 -0.01 0.01 0.02
C 0.73262 3.21802 0.46487 0.21 -0.25 -0.04
C 1.55006 3.37134 1.70214 -0.02 -0.03 -0.03
O 0.42398 2.09792 0.06022 -0.30 -0.07 0.11
H 1.26977 4.86220 -0.73048 -0.02 0.01 0.00
H -0.05754 5.18499 0.36172 -0.06 0.03 0.04
H -0.34095 4.19882 -1.10966 -0.02 0.02 0.00
H 1.69597 4.41099 1.98397 -0.01 0.01 0.00
H 2.51697 2.89130 1.53192 0.00 0.01 0.01
H 1.08884 2.80678 2.51113 -0.02 0.00 0.03
C 6.26120 1.29844 -1.73384 0.02 0.02 0.03
Si 4.67814 1.51880 -0.75419 0.01 -0.02 -0.05
C 4.93523 0.94332 1.00649 0.03 0.01 0.00
C 4.21924 3.35152 -0.76734 0.00 0.02 -0.01
Sb 2.72011 0.18356 -1.69266 -0.06 0.05 0.15
Si 2.16278 1.50782 -3.80883 0.02 0.01 0.05
C 3.66257 2.33010 -4.58201 -0.04 0.03 -0.09
C 0.94484 2.87008 -3.35714 0.00 -0.04 0.00
C 1.36034 0.31505 -5.01074 -0.05 0.02 0.00
Si 3.96158 -1.76874 -2.80823 0.02 0.02 0.02
C 5.00482 -1.16867 -4.25089 0.01 -0.05 -0.01
C 5.12443 -2.56931 -1.57329 0.00 -0.05 -0.03
C 2.72073 -3.01457 -3.45380 0.06 0.00 0.00
H 7.02364 1.98408 -1.35258 0.01 -0.01 0.00
H 6.11549 1.51278 -2.79370 -0.01 0.01 0.00
H 6.65102 0.28330 -1.64016 -0.01 -0.01 -0.02
H 5.74634 1.50568 1.47763 0.00 -0.01 0.01
H 5.19173 -0.11818 1.04200 -0.01 -0.01 0.00
H 4.02751 1.07458 1.59849 -0.01 -0.01 0.01
H 4.57953 3.84113 0.14122 0.00 0.01 0.00
H 3.14257 3.51441 -0.83727 0.01 -0.02 0.00
H 4.68050 3.85777 -1.61739 -0.01 -0.01 -0.03
H 4.19404 2.94346 -3.85289 0.01 0.02 0.02
H 3.32540 2.99300 -5.38496 0.02 -0.01 -0.01
H 4.37079 1.62053 -5.01022 -0.01 0.02 0.04
H 1.47399 3.80680 -3.16508 0.01 0.00 0.03
H 0.35594 2.61988 -2.47446 -0.02 -0.06 -0.04
H 0.25280 3.03885 -4.18682 0.02 0.02 -0.01
H 2.09787 -0.22760 -5.60452 0.04 -0.02 0.01
H 0.71107 0.87213 -5.69091 0.00 -0.03 -0.05
H 0.73426 -0.42280 -4.50138 0.01 -0.01 0.02
H 5.92377 -0.68513 -3.91641 -0.02 0.03 0.01
H 4.47692 -0.48276 -4.91205 -0.04 -0.05 0.00
H 5.28496 -2.04521 -4.84382 0.04 0.01 0.01
H 5.61725 -1.84237 -0.92632 0.01 0.01 0.00
H 5.89981 -3.10620 -2.12807 0.00 0.00 0.01
H 4.61374 -3.28944 -0.93507 -0.02 0.01 0.02
H 2.39873 -2.74386 -4.46214 -0.06 0.01 0.02
H 1.84036 -3.09859 -2.81696 -0.02 0.01 0.03
H 3.19569 -3.99848 -3.50683 0.01 0.01 -0.04
C -0.41538 -1.59195 -7.68048 0.01 -0.01 0.01
C -1.88982 -1.70506 -7.32110 -0.03 -0.01 0.00
N -2.18826 -1.57198 -5.89556 -0.03 -0.02 -0.01
C -2.39897 -2.79988 -5.13457 0.01 -0.02 -0.02
C -1.15005 -3.66266 -5.02571 0.01 -0.01 0.01
C -2.22609 -0.32155 -5.37371 0.04 0.05 0.03
O -1.88657 0.66659 -6.01319 -0.02 -0.03 0.00
C -2.73698 -0.15458 -3.96986 -0.01 -0.03 -0.01
C -4.00833 -0.56154 -3.59029 -0.02 0.01 0.04
C -4.42661 -0.31339 -2.29545 -0.01 -0.01 0.00
C -3.55486 0.33441 -1.43383 0.06 -0.01 0.02
N -2.33412 0.73960 -1.78007 -0.07 -0.03 -0.03
C -1.94834 0.49313 -3.02971 0.00 0.05 0.00
H -0.28617 -1.75298 -8.75211 0.00 0.00 0.00
H 0.18629 -2.33003 -7.15045 0.00 0.00 0.01
H -0.04549 -0.59993 -7.43578 0.02 0.04 0.02
H -2.28459 -2.67477 -7.63188 0.00 0.00 0.00
H -2.44888 -0.93227 -7.84981 0.00 0.01 0.00
H -3.20853 -3.36488 -5.60778 0.00 -0.01 0.01
H -2.73425 -2.53815 -4.13681 0.03 -0.02 0.02
H -0.83858 -4.05382 -5.99489 0.01 0.01 0.00
H -1.34606 -4.51107 -4.36858 -0.01 -0.01 -0.02
H -0.32693 -3.08823 -4.59782 0.02 0.01 0.02
H -4.65501 -1.07150 -4.29443 -0.01 0.01 0.00
H -5.40502 -0.61999 -1.95160 0.00 0.00 0.00
H -3.85494 0.53147 -0.41141 -0.01 -0.02 0.00
H -0.95125 0.81336 -3.30634 0.01 0.04 0.01
```
Positions in Å, forces in eV/Å.

Properties
HOMO level (alpha / beta) = -7.02 / -7.30 eV
E_LUMO (alpha / beta) = -0.3 / -1.1 eV
<S²> = 2.0142
Electronic energy = -252220.5709 eV
Multiplicity = 3



Here are the calculated relative energy (zero: lowest compared OMol25 entry of this formula, charge and spin) numbers, same order: 0.0 0.2 (kcal per mole).